[1]
The following is a quantum chemistry calculation of 2 unconnected molecules or ions with the total composition C3H10NP in a non-equilibrium geometry, from the OMol25 dataset.

For the frontier orbital gap (spin up / spin down), the calculation gives 0.3259 / 0.2746 hartree. Its energy above the lowest of the compared OMol25 structures with the same formula, charge and spin is 125.1 kcal per mole. The value obtained for the LUMO energy (spin up / spin down) is 0.5 / -0.8 eV.

Structure (XYZ):
```
15
C3H10NP | the OMol25 dataset | ωB97M-V with the def2-TZVPD basis set
C 2.13 -0.77 -0.18
C -2.88 -0.10 -0.27
C 0.69 -0.79 0.43
N -0.07 0.20 -0.31
P 0.40 1.74 -0.39
H 1.95 -1.12 -1.16
H 2.45 0.33 -0.16
H 2.89 -1.30 0.45
H -3.08 0.52 -1.14
H -2.14 -1.03 -0.32
H -3.03 0.26 0.76
H 0.38 -1.81 0.32
H 0.53 -0.62 1.59
H 0.61 2.33 1.03
H -0.84 2.17 -0.65
```

[2]
The following is a quantum chemistry calculation of a molecular structure, C18H65HfN3O20S in a non-equilibrium geometry, from the OMol25 dataset.

For the frontier orbital gap, the calculation gives 0.1120 hartree. The charge is +2. Its energy above the lowest of the compared OMol25 structures with the same formula, charge and spin is 0.0 kcal per mole. The value obtained for the LUMO energy is -9.7 eV.

Structure (XYZ):
```
108
C18H65HfN3O20S | the OMol25 dataset | ωB97M-V with the def2-TZVPD basis set
Hf -0.10 1.38 -2.51
S 1.38 0.07 -0.18
O -0.01 0.54 -0.41
O 1.98 0.81 0.89
O 1.53 -1.37 -0.12
O 1.83 0.59 -1.51
C 8.00 -3.23 3.78
O 6.92 -2.35 3.51
C 6.06 -2.88 2.51
C 4.78 -2.02 2.42
N 4.91 -0.96 1.42
C 5.80 0.09 1.99
C 5.88 1.29 1.01
O 6.00 2.53 1.69
C 7.25 2.72 2.29
H 8.56 -3.70 2.96
H 7.54 -4.01 4.39
H 8.74 -2.74 4.41
H 5.70 -3.84 2.88
H 6.51 -2.99 1.52
H 4.53 -1.57 3.39
H 4.00 -2.75 2.20
H 4.02 -0.49 1.44
H 6.77 -0.33 2.20
H 5.40 0.47 2.93
H 4.97 1.39 0.41
H 6.69 1.16 0.28
H 7.37 2.15 3.22
H 7.44 3.76 2.57
H 8.09 2.49 1.62
C -6.79 1.42 -0.68
O -6.11 1.14 0.54
C -5.45 -0.10 0.63
C -4.68 -0.15 1.97
N -3.88 1.01 2.33
C -2.60 0.98 1.65
C -1.84 2.28 2.01
O -1.40 2.19 3.36
C -0.81 3.41 3.75
H -6.10 1.15 -1.48
H -7.07 2.47 -0.77
H -7.69 0.80 -0.61
H -4.74 -0.26 -0.20
H -6.20 -0.88 0.55
H -4.07 -1.06 2.01
H -5.41 -0.39 2.75
H -4.44 1.74 1.90
H -2.63 1.01 0.55
H -2.04 0.10 1.94
H -2.57 3.10 1.95
H -1.02 2.46 1.31
H 0.01 3.72 3.09
H -0.35 3.32 4.74
H -1.54 4.23 3.85
C -7.42 1.79 -4.56
O -6.68 0.82 -3.82
C -5.41 0.53 -4.34
C -5.06 -0.93 -4.06
N -4.52 -1.08 -2.68
C -4.06 -2.43 -2.34
C -3.80 -2.53 -0.83
O -2.77 -1.71 -0.32
C -1.93 -2.36 0.62
H -7.10 2.80 -4.33
H -8.47 1.69 -4.27
H -7.40 1.66 -5.64
H -4.63 1.21 -3.97
H -5.48 0.63 -5.43
H -4.30 -1.34 -4.74
H -5.95 -1.55 -4.21
H -5.15 -0.73 -1.97
H -3.11 -2.58 -2.87
H -4.75 -3.23 -2.61
H -3.56 -3.59 -0.67
H -4.74 -2.43 -0.28
H -1.53 -3.33 0.32
H -2.51 -2.48 1.54
H -1.13 -1.73 1.00
O 2.29 3.30 0.85
H 3.11 3.62 1.26
H 2.34 2.32 0.90
O 0.98 -2.46 2.18
H 1.17 -2.10 1.29
H 0.84 -1.68 2.74
O 1.83 1.89 -3.73
H 2.11 2.54 -4.40
H 2.60 1.25 -3.64
O -1.79 -0.34 -2.26
H -2.50 -0.55 -2.90
H -2.21 -0.48 -1.36
O 0.26 -2.65 -1.95
H 0.40 -3.61 -1.94
H 0.73 -2.32 -1.15
O 0.74 0.53 3.22
H -0.09 1.03 3.12
H 1.25 0.74 2.42
O 3.89 0.25 -3.35
H 3.74 -0.37 -2.61
H 4.77 0.03 -3.68
O 0.74 -0.63 -3.43
H 0.70 -1.45 -2.86
H 0.96 -0.95 -4.31
O 0.59 3.15 -1.00
H 0.01 3.91 -0.84
H 1.20 3.12 -0.21
O 3.99 -1.78 -1.10
H 4.57 -1.38 -0.39
H 3.09 -1.92 -0.71
```

[3]
The following is a quantum chemistry calculation of a molecular structure, C23H38GeN2RhSi2 in a non-equilibrium geometry, from the OMol25 dataset.

For the frontier orbital gap (spin up / spin down), the calculation gives 0.2226 / 0.2552 hartree. Its expectation value of S² is 6.0112. The charge is +1. The spin multiplicity is 5. Its energy above the lowest of the compared OMol25 structures with the same formula, charge and spin is 13.9 kcal per mole. The value obtained for the LUMO energy (spin up / spin down) is -3.9 / -4.9 eV.

Structure (XYZ):
```
67
C23H38GeN2RhSi2 | the OMol25 dataset | ωB97M-V with the def2-TZVPD basis set
Rh -0.01 0.03 -0.29
C 3.29 -2.67 -1.14
C 2.58 -1.48 -1.00
N 1.22 -1.47 -0.91
C 0.53 -2.68 -1.07
C 1.18 -3.90 -1.25
C 2.59 -3.86 -1.21
C 0.34 -5.05 -1.41
C -1.05 -4.92 -1.45
C -1.74 -3.66 -1.33
C -3.10 -3.40 -1.29
C -3.57 -2.09 -1.20
C -2.66 -1.04 -1.15
N -1.34 -1.25 -1.02
C -0.89 -2.52 -1.13
H 4.40 -2.71 -1.07
H 3.08 -0.54 -0.86
H 3.15 -4.81 -1.36
H 0.77 -6.09 -1.52
H -1.66 -5.77 -1.65
H -3.83 -4.19 -1.29
H -4.65 -1.89 -1.28
H -3.02 -0.01 -1.25
C -2.73 -1.31 2.43
Si -1.95 0.45 2.33
C -3.05 1.68 1.44
C -2.03 1.19 4.09
C -0.10 0.20 1.87
Si 1.59 0.96 2.29
C 2.58 -0.59 2.76
C 1.55 2.06 3.81
C 2.58 2.04 1.12
H -3.48 -1.35 3.17
H -1.88 -1.94 2.77
H -3.00 -1.79 1.47
H -2.72 2.71 1.57
H -4.10 1.67 1.79
H -3.06 1.53 0.33
H -3.04 1.11 4.57
H -1.66 2.20 4.23
H -1.39 0.57 4.71
H 0.03 -0.90 1.95
H 1.92 -1.26 3.32
H 3.41 -0.41 3.38
H 2.86 -1.26 1.90
H 1.19 1.50 4.70
H 0.89 2.96 3.71
H 2.53 2.41 4.05
H 2.56 1.70 0.08
H 3.64 2.16 1.36
H 2.21 3.08 1.12
C 2.47 2.51 -2.76
Ge 0.52 2.63 -2.71
C 0.15 4.59 -2.78
C -0.22 1.53 -4.17
C -0.38 1.96 -1.06
H 2.72 2.98 -3.72
H 2.86 1.47 -2.78
H 2.99 3.12 -1.99
H 1.11 5.07 -2.99
H -0.17 5.00 -1.85
H -0.51 4.95 -3.59
H 0.08 1.92 -5.19
H -1.33 1.57 -4.14
H 0.13 0.49 -4.05
H -1.46 2.22 -1.15
H 0.02 2.61 -0.27
```